(1)
Entry from OMol25: a molecular structure, C52H49As2AuNPS (ωB97M-V/def2-TZVPD).

Each line ends with the Löwdin charge.
Element x y z (Å)
Au 0.1883 -0.1201 0.0431  0.56
C 2.1589 2.8354 -0.1936  -0.40
C 3.1232 1.7803 0.3197  -0.39
As 2.5888 0.0407 -0.4059  1.22
C 2.8270 0.2987 -2.2963  -0.38
C 1.7161 0.4266 -3.1243  -0.12
C 1.8902 0.6782 -4.4792  -0.06
C 3.1686 0.7994 -5.0035  -0.05
C 4.2778 0.6847 -4.1744  -0.05
C 4.1111 0.4342 -2.8214  -0.10
C 3.9855 -1.1409 0.1669  -0.39
C 4.5947 -0.9318 1.4045  -0.13
C 5.6286 -1.7659 1.8087  -0.07
C 6.0504 -2.8028 0.9830  -0.06
C 5.4349 -3.0138 -0.2428  -0.06
C 4.3975 -2.1858 -0.6534  -0.10
As 0.3586 2.3652 0.4102  1.25
C 0.4267 2.5995 2.3231  -0.40
C -0.5036 1.9132 3.0950  -0.18
C -0.5188 2.0783 4.4722  -0.06
C 0.4016 2.9197 5.0786  -0.05
C 1.3299 3.6082 4.3086  -0.06
C 1.3398 3.4559 2.9302  -0.09
C -0.7987 3.7911 -0.1555  -0.39
C -1.9210 4.0979 0.6061  -0.10
C -2.7294 5.1601 0.2299  -0.05
C -2.4147 5.9134 -0.8933  -0.05
C -1.2986 5.5975 -1.6560  -0.06
C -0.4911 4.5282 -1.2952  -0.12
H 2.1575 2.8600 -1.2853  0.07
H 2.3880 3.8398 0.1610  0.09
H 3.0889 1.7203 1.4091  0.06
H 4.1539 1.9568 0.0093  0.09
H 0.7075 0.3546 -2.7287  0.06
H 1.0227 0.7771 -5.1183  0.10
H 3.3051 0.9825 -6.0609  0.12
H 5.2740 0.7922 -4.5820  0.12
H 4.9827 0.3476 -2.1828  0.11
H 4.2764 -0.1249 2.0527  0.10
H 6.1117 -1.5997 2.7628  0.12
H 6.8697 -3.4388 1.2916  0.12
H 5.7671 -3.8170 -0.8869  0.12
H 3.9262 -2.3527 -1.6148  0.11
H -1.2181 1.2440 2.6295  0.06
H -1.2450 1.5452 5.0715  0.11
H 0.3950 3.0435 6.1532  0.12
H 2.0412 4.2720 4.7815  0.12
H 2.0547 4.0201 2.3436  0.10
H -2.1660 3.5258 1.4931  0.10
H -3.6019 5.4047 0.8208  0.12
H -3.0373 6.7532 -1.1711  0.12
H -1.0537 6.1850 -2.5310  0.12
H 0.3664 4.2784 -1.9089  0.10
C -2.7311 -0.9391 2.4447  -0.08
C -3.6363 -0.0263 1.6697  -0.27
C -4.7399 0.5246 2.3141  -0.03
C -5.6607 1.3100 1.6395  -0.05
C -5.4992 1.5562 0.2849  -0.06
C -4.4049 1.0292 -0.3782  -0.07
C -3.4633 0.2517 0.3037  -0.29
P -2.0678 -0.4488 -0.6164  1.04
C -2.1455 0.1750 -2.3201  -0.32
C -2.0089 1.5632 -2.4263  -0.14
C -1.9574 2.1971 -3.6522  -0.06
C -2.0286 1.4314 -4.8072  -0.05
C -2.1636 0.0576 -4.7117  -0.03
C -2.2338 -0.6080 -3.4847  -0.23
C -2.4231 -2.1028 -3.5241  -0.03
C -2.2321 -2.2359 -0.4985  -0.35
C -3.4243 -2.9134 -0.2996  -0.07
C -3.3864 -4.2613 0.0324  -0.05
C -2.1653 -4.8962 0.2058  -0.04
C -0.9709 -4.2108 0.0072  -0.03
C -1.0006 -2.8804 -0.3818  -0.33
C 0.2265 -2.1136 -0.7442  -0.23
H -2.6768 -0.6367 3.4909  0.09
H -1.7094 -0.9748 2.0664  -0.02
H -3.1182 -1.9620 2.4180  0.09
H -4.8823 0.3176 3.3679  0.12
H -6.5102 1.7190 2.1704  0.12
H -6.2193 2.1553 -0.2557  0.12
H -4.2904 1.2248 -1.4346  0.10
H -1.9742 2.1687 -1.5299  0.07
H -1.8698 3.2743 -3.6989  0.11
H -1.9957 1.9032 -5.7806  0.12
H -2.2344 -0.5307 -5.6180  0.12
H -2.5488 -2.4231 -4.5562  0.09
H -3.3053 -2.4196 -2.9716  0.08
H -1.5699 -2.6452 -3.1143  0.08
H -4.3737 -2.3948 -0.3666  0.13
H -4.3089 -4.8055 0.1823  0.12
H -2.1395 -5.9368 0.5028  0.12
H -0.0237 -4.7232 0.1242  0.12
H 0.2394 -1.8730 -1.8104  0.05
H 1.1471 -2.6205 -0.4640  0.05
S 0.9200 -0.9985 2.7215  0.64
C 1.2358 -2.6740 2.7663  -0.71
N 2.4769 -3.1631 2.5258  0.08
C 2.8322 -4.4673 2.6177  -0.05
C 1.9095 -5.4023 2.9706  -0.04
C 0.5972 -4.9635 3.2283  -0.03
C 0.2660 -3.6394 3.1182  -0.08
H 3.1930 -2.4852 2.2852  0.09
H 3.8674 -4.6847 2.3980  0.13
H 2.1905 -6.4405 3.0569  0.12
H -0.1589 -5.6808 3.5212  0.13
H -0.7372 -3.2924 3.3171  0.11

## Properties
- Frontier orbital gap: 6.789 eV
- E_tot: -201691.702 eV
- Total charge: +2
- HOMO energy: -12.5297 eV

---

(2)
Entry from OMol25: a single C5H8O molecule in a non-equilibrium geometry (ωB97M-V/def2-TZVPD).

Each line ends with the Löwdin charge.
Element x y z (Å)
C -2.0888 1.1043 -0.3164  -0.10
C -1.3625 -0.0256 -0.9684  -0.16
C -0.1858 -0.3523 -0.5544  -0.05
C 0.6504 -0.9600 0.2328  -0.11
C 2.0889 -0.6820 0.2901  -0.29
O 2.4168 -0.0068 1.4952  -0.06
H -2.2177 1.8731 -1.0727  0.07
H -3.0564 0.7534 0.0430  0.07
H -1.5239 1.5322 0.5263  0.08
H 0.1885 -1.6715 0.9038  0.12
H -1.7812 -0.6500 -1.7474  0.11
H 2.3631 -0.0951 -0.5929  0.12
H 2.5731 -1.6524 0.2847  0.11
H 1.9353 0.8327 1.4761  0.09

## Properties
- Frontier orbital gap: 10.368 eV
- Structure (SMILES): CC=C=CCO
- E_tot: -7359.836 eV
- HOMO energy: -9.5028 eV

---

(3)
Entry from OMol25: a single C23H27N5O2S molecule in a non-equilibrium geometry (ωB97M-V/def2-TZVPD).

Each line ends with the Löwdin charge.
Element x y z (Å)
C 2.7434 3.5308 1.9852  -0.06
H 2.1486 4.4380 1.9004  0.08
C 2.2366 2.4589 1.0256  -0.20
N 0.8621 2.1239 1.2999  -0.01
C 0.4031 1.2160 2.2083  -0.62
N -0.9062 1.1850 2.2042  0.00
N -1.3282 2.0718 1.2815  0.07
C -0.2809 2.6410 0.7536  -0.33
C -0.3071 3.6051 -0.3738  -0.01
H -1.3025 4.0402 -0.4511  0.13
H 0.4353 4.3917 -0.2415  0.12
C 0.0451 2.7865 -1.6260  -0.47
O 1.1397 2.8492 -2.1412  0.07
N -0.9683 1.9714 -1.9950  0.14
C -0.9391 0.8963 -2.8982  -0.24
C 0.1325 0.6509 -3.7474  -0.01
C 0.1165 -0.4641 -4.5636  -0.03
C -0.9531 -1.3496 -4.5617  -0.28
C -2.0274 -1.0823 -3.7220  -0.04
C -2.0255 0.0264 -2.9007  -0.03
H -2.8663 0.2169 -2.2478  0.11
H -2.8742 -1.7530 -3.7066  0.11
C -0.9382 -2.5751 -5.4226  -0.05
H -0.4637 -3.3972 -4.8855  0.08
H -0.3747 -2.4011 -6.3362  0.08
H -1.9489 -2.8809 -5.6826  0.08
H 0.9585 -0.6498 -5.2142  0.11
H 0.9740 1.3226 -3.7589  0.10
H -1.8061 2.0142 -1.4271  0.14
S 1.4754 0.2674 3.1841  1.01
C 0.2766 -0.6181 4.2279  -0.35
H -0.4906 0.0970 4.5193  0.08
H 0.8521 -0.9493 5.0917  0.08
C -0.3139 -1.8381 3.5239  -0.57
O 0.1324 -2.9525 3.6989  0.05
N -1.3791 -1.5502 2.7602  0.06
C -2.0516 -2.5609 1.9792  -0.16
H -3.0994 -2.6226 2.2949  0.12
H -1.5563 -3.5093 2.2011  0.12
C -1.9848 -2.2542 0.4780  -0.13
C -0.5624 -2.1276 0.0107  -0.23
C -0.0394 -0.8849 -0.3135  -0.06
C 1.2724 -0.7509 -0.7308  -0.08
C 2.0849 -1.8673 -0.8129  -0.08
C 1.5766 -3.1123 -0.4820  -0.08
C 0.2609 -3.2425 -0.0775  -0.03
H -0.1309 -4.2172 0.1746  0.12
H 2.2090 -3.9859 -0.5409  0.10
H 3.1110 -1.7673 -1.1343  0.10
H 1.6589 0.2213 -1.0007  0.10
H -0.6765 -0.0165 -0.2406  0.08
H -2.4869 -3.0604 -0.0606  0.12
H -2.5197 -1.3224 0.2825  0.11
H -1.5944 -0.5712 2.5732  0.09
H 2.8263 1.5451 1.1407  0.11
H 2.3082 2.7985 -0.0103  0.11
H 2.6907 3.1726 3.0107  0.07
H 3.7767 3.7688 1.7518  0.08

## Properties
- Frontier orbital gap: 9.015 eV
- Structure (SMILES): CCn1c(CC(=O)Nc2ccc(C)cc2)nnc1SCC(=O)NCCc1ccccc1
- E_tot: -46671.994 eV
- HOMO energy: -8.3860 eV